{"formula": "C8H23N3P", "method": "ωB97M-V/def2-TZVPD", "symbols": ["C", "C", "C", "C", "C", "C", "C", "C", "N", "N", "N", "P", "H", "H", "H", "H", "H", "H", "H", "H", "H", "H", "H", "H", "H", "H", "H", "H", "H", "H", "H", "H", "H", "H", "H"], "coordinates": [[-1.56539, -1.73311, -1.27497], [-1.05582, -3.13500, 0.66351], [3.62034, -0.09584, -0.50033], [2.04197, 1.22528, 0.66549], [-1.37153, 3.46354, 0.01427], [-2.46196, 1.83071, 1.31655], [0.02762, -0.92813, 0.30491], [1.38418, -0.80048, -0.22287], [-0.54538, -2.09486, -0.39338], [2.28061, 0.02133, -0.05883], [-1.74511, 2.11692, 0.10837], [1.34102, -2.63069, -1.40885], [-2.46030, -1.38514, -0.63270], [-1.33520, -0.99725, -2.04369], [-1.79589, -2.62648, -1.91392], [-0.14731, -3.48077, 0.98595], [-1.64312, -2.80713, 1.56544], [-1.52895, -3.94911, 0.09680], [4.15962, -0.09251, 0.51335], [3.96922, -1.04686, -0.99800], [3.96607, 0.81226, -0.91017], [2.26480, 2.05523, 0.05331], [1.03068, 1.40860, 0.94038], [2.76348, 1.37315, 1.58265], [-2.24014, 4.25698, 0.05474], [-0.88106, 3.81744, 0.92847], [-0.84729, 3.76163, -0.78208], [-1.80634, 2.01693, 2.12460], [-3.37431, 2.42625, 1.52862], [-2.69827, 0.78840, 1.36882], [-0.57254, -0.07118, 0.09863], [0.12517, -1.13762, 1.40829], [-2.32470, 1.87175, -0.81264], [2.65707, -2.31935, -1.72667], [0.76876, -1.91489, -2.64402]], "s2": 2.011, "spin_multiplicity": 3, "e_tot_ev": -22413.4467, "homo_lumo_gap_ev": [5.910, 4.962], "e_homo_ev": [-8.520, -11.750], "lumo_energy_ev": [-2.6, -6.8], "total_charge": 1}



{"formula": "C22H33As2BeNO3", "method": "ωB97M-V/def2-TZVPD", "symbols": ["C", "C", "H", "H", "C", "C", "H", "H", "C", "H", "H", "H", "C", "H", "H", "H", "Be", "O", "C", "O", "C", "O", "N", "C", "C", "H", "H", "H", "H", "C", "C", "H", "H", "H", "C", "As", "C", "C", "C", "C", "C", "C", "C", "As", "C", "C", "H", "H", "H", "H", "H", "H", "H", "H", "H", "H", "H", "H", "H", "H", "H", "H"], "coordinates": [[1.97741, 1.02959, -6.27894], [2.80577, 0.14109, -6.90422], [1.86607, 2.03006, -6.69733], [1.38819, 0.75781, -5.40350], [3.00974, -1.18795, -6.37700], [2.57260, -1.53093, -5.12778], [2.08309, -0.81840, -4.46303], [2.75323, -2.54242, -4.76537], [3.50733, 0.57560, -8.17896], [3.19084, 1.59511, -8.42545], [3.27046, -0.06646, -9.03752], [4.60185, 0.58567, -8.06978], [3.72309, -2.23677, -7.21143], [4.72984, -1.92655, -7.52050], [3.16458, -2.48994, -8.12509], [3.82007, -3.15352, -6.61966], [-0.69885, -0.22401, 1.78587], [-0.27398, 0.17793, 0.32875], [-0.76548, -0.37715, -0.72091], [-1.29108, -1.71162, 1.75607], [-1.85948, -2.05086, 0.66717], [-2.71677, -3.01516, 0.58836], [-1.65441, -1.43023, -0.53226], [-3.24169, -3.05290, -0.80554], [-2.43376, -2.08294, -1.60042], [-4.28798, -2.76140, -0.77226], [-3.12734, -4.07679, -1.16802], [-3.04031, -1.33975, -2.12796], [-1.76416, -2.58951, -2.30510], [-0.47515, 0.04110, -2.04223], [0.33960, 1.09928, -2.31997], [-0.96220, -0.54059, -2.83858], [0.83186, 1.66768, -1.53306], [0.48451, 1.39466, -3.36007], [-1.54197, 3.11842, 2.18889], [-1.92424, 1.35829, 3.02375], [-3.39332, 0.22421, 3.69695], [-1.43261, 1.97763, 4.84269], [-2.20944, 2.72010, 5.74008], [-1.67307, 3.02110, 7.00689], [-0.39779, 2.55477, 7.36603], [0.37417, 1.79716, 6.45329], [-0.15748, 1.55616, 5.18722], [0.57734, 0.26083, 3.74931], [0.22684, -1.29391, 4.88022], [2.06031, -0.79859, 2.85830], [-1.74751, 3.00689, 1.11577], [-0.48350, 3.35124, 2.37004], [-2.20234, 3.85831, 2.65690], [-2.93917, -0.60640, 4.25473], [-4.01919, 0.85520, 4.34008], [-3.93693, -0.14212, 2.81580], [-3.20606, 3.06713, 5.46746], [-2.25303, 3.62331, 7.71771], [0.00646, 2.77340, 8.35737], [1.35846, 1.40398, 6.71256], [-0.80269, -1.27265, 5.23611], [0.41345, -2.17454, 4.25823], [0.94333, -1.23752, 5.70923], [1.71625, -1.83915, 2.88253], [2.94244, -0.62655, 3.48394], [2.17383, -0.42644, 1.83362]], "e_tot_ev": -153043.0809, "homo_lumo_gap_ev": 4.267, "e_homo_ev": -11.977, "lumo_energy_ev": -7.7, "total_charge": 2}



{"formula": "C34H61NO26", "method": "ωB97M-V/def2-TZVPD", "symbols": ["C", "C", "O", "C", "C", "C", "C", "C", "N", "C", "C", "C", "C", "O", "C", "O", "O", "C", "O", "H", "H", "H", "H", "H", "H", "H", "H", "H", "H", "H", "H", "H", "H", "H", "H", "H", "H", "H", "C", "O", "C", "O", "O", "C", "H", "H", "H", "H", "H", "H", "C", "O", "C", "O", "O", "C", "H", "H", "H", "H", "H", "H", "C", "O", "C", "O", "O", "C", "H", "H", "H", "H", "H", "H", "C", "O", "C", "O", "O", "C", "H", "H", "H", "H", "H", "H", "C", "O", "C", "O", "O", "C", "H", "H", "H", "H", "H", "H", "C", "O", "C", "O", "O", "C", "H", "H", "H", "H", "H", "H", "C", "O", "C", "O", "O", "C", "H", "H", "H", "H", "H", "H"], "coordinates": [[-2.94211, 5.94992, 2.78025], [-1.57311, 5.30785, 2.92232], [-0.73365, 5.72538, 1.84425], [-0.12473, 4.67962, 1.13012], [1.07753, 5.19056, 0.38718], [1.94327, 4.46409, -0.32762], [1.98454, 2.98836, -0.56831], [2.88101, 2.33235, 0.49086], [3.44516, 1.03661, 0.07002], [2.43626, 0.12378, -0.49775], [2.42510, 0.14564, -2.04171], [4.06879, 0.46037, 1.22632], [5.44275, 0.98907, 1.54888], [3.52942, -0.38159, 1.91146], [2.98838, 5.35962, -0.87716], [3.94786, 5.08519, -1.53427], [2.69572, 6.64189, -0.47418], [1.55352, 6.61477, 0.31840], [1.12759, 7.61096, 0.80477], [-3.59190, 5.41221, 2.09076], [-3.43078, 5.97769, 3.75706], [-2.81837, 6.98196, 2.45266], [-1.11442, 5.65142, 3.85338], [-1.65921, 4.21805, 2.95890], [-0.82135, 4.29446, 0.36966], [0.17477, 3.86466, 1.79717], [0.96180, 2.61244, -0.47495], [2.32249, 2.76882, -1.57870], [2.33498, 2.25618, 1.44132], [3.71890, 3.01209, 0.67092], [2.67454, -0.89206, -0.18929], [1.43200, 0.31971, -0.10801], [2.27191, -0.87236, -2.40056], [1.65970, 0.80979, -2.43651], [3.42082, 0.44563, -2.36871], [6.10150, 0.95265, 0.68459], [5.36087, 2.01706, 1.90996], [5.84590, 0.39242, 2.36391], [-2.54056, -3.63923, -2.67832], [-1.35800, -3.15780, -2.03068], [-1.45856, -3.06562, -0.70665], [-2.43092, -3.34326, -0.05318], [-0.30084, -2.61738, -0.22981], [-0.25382, -2.47757, 1.19795], [-2.31518, -3.66172, -3.74005], [-2.78397, -4.64252, -2.33388], [-3.37763, -2.96839, -2.49488], [-0.40974, -3.43986, 1.68051], [-1.00180, -1.76244, 1.53465], [0.74143, -2.10885, 1.43206], [-5.80510, 11.04064, -1.59936], [-4.44339, 10.66291, -1.81038], [-3.92441, 9.91812, -0.83411], [-4.50149, 9.56144, 0.16027], [-2.66325, 9.63697, -1.14962], [-1.98038, 8.83994, -0.17729], [-6.09026, 11.63545, -2.46197], [-6.44227, 10.16074, -1.53399], [-5.90258, 11.63713, -0.69434], [-2.47393, 7.87732, -0.05473], [-1.92936, 9.35714, 0.77854], [-0.97357, 8.68492, -0.55203], [-6.08254, -8.70603, 1.29450], [-6.45818, -7.37498, 0.93922], [-5.52264, -6.45524, 1.19693], [-4.44471, -6.67601, 1.68529], [-5.99101, -5.27123, 0.82542], [-5.08103, -4.17762, 1.04036], [-6.92617, -9.33821, 1.03296], [-5.20268, -9.02004, 0.73600], [-5.88755, -8.77910, 2.36284], [-4.16908, -4.30598, 0.46996], [-4.85281, -4.07604, 2.09989], [-5.58928, -3.27851, 0.70326], [2.39408, -3.87645, -1.47705], [3.11689, -5.11030, -1.51112], [3.61242, -5.47667, -0.33021], [3.49325, -4.87025, 0.70211], [4.25976, -6.63001, -0.48848], [4.84473, -7.14504, 0.71041], [2.04126, -3.68994, -2.48754], [1.54147, -3.94726, -0.81157], [3.04531, -3.06103, -1.16360], [4.07846, -7.34311, 1.45776], [5.58318, -6.45246, 1.10903], [5.33396, -8.07861, 0.44516], [2.81249, 8.90617, -7.93557], [3.64152, 8.67302, -6.79572], [3.04099, 8.00384, -5.81050], [1.90523, 7.60497, -5.82418], [3.91075, 7.85350, -4.81663], [3.39204, 7.14822, -3.68169], [3.42437, 9.45284, -8.64702], [2.49108, 7.96436, -8.37628], [1.94432, 9.50352, -7.66375], [3.09528, 6.14124, -3.96673], [2.54618, 7.68855, -3.25929], [4.19429, 7.10021, -2.95810], [4.69985, -11.38360, -1.15655], [5.08689, -12.44181, -0.27760], [6.09521, -12.13352, 0.53568], [6.67223, -11.07800, 0.57681], [6.35725, -13.19522, 1.29554], [7.42806, -13.00448, 2.22343], [3.88183, -11.76286, -1.76138], [4.36093, -10.51752, -0.59108], [5.52548, -11.10248, -1.80753], [7.19525, -12.19977, 2.91801], [8.35595, -12.78552, 1.69883], [7.52636, -13.93959, 2.76642], [-6.73515, -3.05926, 4.56143], [-7.16512, -1.73658, 4.89152], [-6.92663, -0.83503, 3.94166], [-6.39680, -1.04792, 2.88218], [-7.37500, 0.34582, 4.36591], [-7.18490, 1.41463, 3.43669], [-6.98433, -3.68698, 5.41161], [-7.25486, -3.42322, 3.67675], [-5.65926, -3.08330, 4.39798], [-7.71824, 1.21661, 2.50901], [-6.12604, 1.56140, 3.23189], [-7.59245, 2.30256, 3.91057]], "e_tot_ev": -90972.0345, "homo_lumo_gap_ev": 8.700, "e_homo_ev": -9.722, "lumo_energy_ev": -1.0, "smiles": "CCOCC1=C(CCN(CC)C(C)=O)C(=O)OC1=O.COC(=O)OC.COC(=O)OC.COC(=O)OC.COC(=O)OC.COC(=O)OC.COC(=O)OC.COC(=O)OC"}